1.
Computed, not measured: a molecular structure, C38H45N4O4RhS5SbTe, with ωB97M-V/def2-TZVPD.

Summary:
Strongest force on any atom: 0.13 eV/A
Total charge: -2
2S+1: 2
HOMO energy (alpha / beta): -1.7 / -1.7 eV
LUMO energy (alpha / beta): 0.124 / 0.124 hartree
DFT total energy: -4604.678593 Eh

```
99
Properties=species:S:1:pos:R:3:forces:R:3:mulliken_spin:R:1
H -0.95533 -3.92702 -6.22207 0.00 0.00 0.00 0.000
N 4.37855 -1.93821 -2.16992 0.00 0.00 0.00 0.000
C -1.66976 1.77486 -0.83461 0.00 0.01 0.01 0.005
N -2.85674 -5.73935 -6.64124 0.01 0.00 0.00 0.000
C 0.67234 3.62541 2.51485 -0.01 0.01 0.01 0.014
C 0.12647 4.57571 1.45239 0.01 0.00 0.00 0.002
H -4.07387 2.34098 -3.13199 0.00 0.00 0.00 0.000
H 1.19811 1.38083 4.58992 0.00 0.00 0.00 -0.001
C 1.66549 0.47387 -2.15313 -0.01 -0.02 0.01 0.000
O -2.17401 -5.47176 -7.61272 0.00 0.00 0.00 0.000
Sb -0.75279 2.01551 2.89689 0.01 -0.01 0.00 0.043
H -0.53134 3.58831 -2.39448 -0.01 0.00 0.00 0.000
H 1.49172 3.06020 2.06367 0.01 -0.01 0.00 -0.002
H 6.17292 1.80832 -0.33008 0.00 0.00 0.00 0.000
S 2.31698 0.27491 1.90251 -0.02 -0.01 0.03 0.004
H 8.58093 -0.37135 -3.12342 0.00 0.00 0.00 0.000
H -3.96334 0.04102 -2.58433 0.00 0.00 0.00 0.000
H 0.17342 1.48419 6.90108 0.00 0.00 0.00 -0.001
C 5.28308 0.05568 -1.16164 0.00 0.00 0.00 0.001
C -2.08641 -3.70901 -3.02674 0.00 0.00 0.00 0.023
H 2.98147 1.43653 -3.54483 0.00 0.00 0.00 0.000
H 1.56100 3.49060 -3.69077 0.00 0.00 0.00 0.000
C 0.08419 2.69387 -2.34709 0.00 -0.01 0.01 0.000
H 1.66319 3.68911 4.45445 0.00 0.00 0.00 0.000
H -3.07267 4.00695 1.83472 0.00 0.00 0.00 0.000
S 1.50123 -3.45091 -0.04357 0.00 -0.04 0.03 -0.002
H -2.92840 -0.51225 -1.25840 0.00 -0.01 -0.01 0.016
S -0.47229 -4.31785 2.63629 -0.01 0.00 0.00 0.014
N -2.88671 1.54516 -1.62511 0.01 -0.01 0.00 0.000
C -3.46504 3.31918 2.59000 0.00 0.01 0.00 0.004
C -1.15194 -5.39350 3.77430 0.00 0.00 0.00 0.059
C -2.82395 -3.82727 3.48163 0.00 0.00 0.00 0.056
C -1.30636 -3.44838 -4.14867 0.00 0.01 0.00 -0.002
H 0.44704 4.94999 4.23632 0.01 -0.01 -0.01 0.000
C -1.87189 -3.32785 2.62723 -0.02 0.00 0.00 -0.059
C 5.45083 -1.01133 -2.03738 0.00 -0.01 0.00 -0.001
S 2.41491 -3.25887 -2.91676 0.00 0.00 -0.01 0.000
C -3.37243 -5.31650 -4.27802 0.00 0.00 0.00 0.000
H -3.02207 -5.56005 4.84768 0.00 0.00 0.00 -0.001
C 7.49669 0.82818 -1.71148 0.00 0.00 0.00 0.000
H -0.76999 5.10253 1.79205 0.00 0.00 0.00 0.000
H -3.69706 -4.82494 -2.20473 0.00 0.00 0.00 0.001
C -2.41278 -5.01322 4.14036 0.00 0.00 0.00 -0.030
C -2.46301 3.12348 3.72955 -0.01 -0.01 -0.01 0.002
Te -1.97606 -1.59748 1.46232 -0.04 -0.05 0.06 0.777
H -4.40542 3.74463 2.96137 0.00 0.00 0.00 0.000
H 0.02076 3.01702 6.03534 0.01 -0.01 0.00 0.000
H 0.29778 -0.68524 5.71565 0.00 0.00 0.00 0.000
C 7.65613 -0.24773 -2.57289 0.00 0.00 0.00 0.000
H -1.75766 2.78866 -0.42388 -0.01 0.00 -0.01 0.001
C -2.99227 0.17728 -2.09967 0.00 0.01 -0.01 -0.002
H 2.32154 -0.38309 -2.07015 0.00 0.00 0.00 -0.002
O -2.55635 -3.25656 -0.75499 0.00 0.03 0.00 0.058
H -1.36779 1.93825 6.17963 0.00 0.00 0.00 0.000
C 1.21879 4.37013 3.72632 0.00 0.01 0.01 0.000
H -0.12082 4.04179 0.53280 -0.01 0.00 0.00 0.000
O -0.88990 -2.13187 -1.77816 -0.01 0.02 -0.01 0.013
H 6.74606 -2.00955 -3.41309 0.00 0.00 0.00 0.000
C 2.63586 -2.90971 -1.20291 0.01 0.01 0.00 -0.001
H 2.00197 5.07308 3.41546 0.00 0.00 0.00 0.000
C 6.30908 0.97335 -1.00593 0.01 0.00 0.00 0.000
H -4.16436 -6.04583 -4.35818 0.00 0.00 0.00 0.000
H -2.19966 -0.09551 -2.81148 -0.01 0.00 0.01 0.000
H -0.51024 -2.72076 -4.06417 0.00 0.00 0.00 0.000
O -3.75839 -6.56097 -6.65749 0.00 0.00 0.00 0.000
C -0.33256 1.62758 -1.54126 0.00 0.02 0.00 0.007
H -2.34443 2.36514 -3.52770 0.01 0.00 0.00 0.000
H -1.25148 -0.43020 4.90621 0.00 0.00 0.00 -0.013
C -1.82339 -2.97234 -1.71798 0.00 -0.03 0.02 -0.028
H -3.69383 2.38316 2.07726 0.00 0.00 0.00 -0.002
H 0.18964 -0.77344 3.95199 0.00 0.00 0.00 -0.008
C 3.85356 -2.39144 -3.32730 0.01 0.00 0.02 0.000
H -3.18594 4.84552 4.82758 0.00 0.00 0.00 0.000
C -1.54986 -4.11191 -5.33996 0.00 0.00 0.00 0.000
H 8.29488 1.55058 -1.58915 0.00 0.00 0.00 0.000
C -3.11385 -4.64385 -3.09730 0.00 0.00 0.00 0.006
H -2.89008 2.40042 4.43476 0.00 0.00 -0.01 -0.002
N 3.72071 -2.23098 -0.98266 0.00 0.01 0.00 -0.001
H 4.35569 0.14932 -0.61181 0.00 0.00 0.00 0.000
H -1.69034 1.07552 0.00163 0.00 0.00 0.00 -0.005
C -2.58311 -5.03463 -5.38225 0.00 0.00 0.00 0.000
C 2.05438 1.51318 -2.98619 0.00 0.01 0.00 0.000
C 0.12343 1.25452 4.74880 0.00 -0.01 0.00 -0.036
C -2.23273 4.43816 4.46526 0.00 0.00 0.00 -0.001
H -3.00187 3.50581 -2.33536 0.00 0.00 0.00 0.000
H -0.60017 -6.25523 4.11643 0.00 0.00 0.00 0.004
H -3.78547 -3.35229 3.61953 0.00 0.00 0.00 0.001
C -0.17559 -0.24075 4.83230 -0.01 -0.01 0.00 0.078
C 0.48176 0.48512 -1.39926 -0.04 -0.03 0.02 -0.016
C -3.07417 2.48124 -2.71067 0.01 0.00 0.01 0.000
C 1.21462 -0.36009 0.95958 0.03 0.06 -0.09 0.084
Rh 0.12932 -1.16014 -0.13100 0.10 0.06 -0.06 -0.062
C -0.28481 1.96973 6.03038 0.01 0.00 0.00 0.000
S 4.40120 -2.16336 -4.89427 0.00 0.00 0.00 0.000
C 6.63675 -1.17436 -2.73875 -0.01 0.00 0.00 0.000
H -1.57229 4.32795 5.32513 -0.01 0.01 -0.01 0.000
C 1.26342 2.65004 -3.07339 0.00 0.00 0.00 0.001
H -1.79644 5.19036 3.80453 0.00 0.00 -0.01 0.000
H 0.87361 5.33604 1.19627 0.00 0.00 0.00 0.000
```
Positions in Å, forces in eV/Å.

=====

2.
Computed, not measured: a molecular structure, C38H46BaOP2Si at a distorted geometry, with ωB97M-V/def2-TZVPD.

Summary:
Strongest force on any atom: 2.91 eV/A
HOMO energy: -5.9 eV
LUMO energy: -0.006 hartree
DFT total energy: -2548.415611 Eh

```
89
Properties=species:S:1:pos:R:3:forces:R:3:lowdin_charge:R:1
C 3.82630 2.39422 -11.54925 -0.05 -0.25 -0.15 -0.086
H 4.35427 3.32926 -11.72124 -0.07 -0.16 0.02 0.102
C -1.60355 -1.64615 -4.07162 -0.37 -0.11 -0.27 -0.190
H 0.35122 2.74273 -7.98458 0.28 0.13 0.14 0.090
C -0.45428 -1.93063 1.61675 -0.27 -0.03 0.41 -0.180
C -3.47495 0.42086 -1.16668 -0.30 0.00 -0.01 -0.110
H -3.48333 1.17377 1.82088 0.23 -0.34 -0.40 0.121
C -0.78380 -1.57311 -5.20529 -0.71 -0.30 -0.48 -0.307
H -2.66064 3.00816 -3.35404 0.03 -0.23 0.28 0.113
C -0.92658 -2.50347 -6.24544 -0.26 0.52 -0.49 -0.385
H -1.43272 -5.57582 -12.10000 0.07 0.12 0.24 0.103
H 4.49209 3.52489 -5.33207 -0.12 -0.04 -0.05 0.107
C 3.44224 2.16974 -6.62899 -0.46 0.11 -0.06 -0.116
H -3.65343 -4.16929 -5.10378 0.34 0.11 0.13 0.111
O 0.57342 -1.51319 -1.01002 -0.05 -0.10 -0.65 -0.729
C -0.45556 -3.35812 -9.01845 0.11 -0.44 -0.14 -0.383
H -0.69662 3.50166 -2.09860 0.49 -0.33 0.20 0.097
H 0.43940 -6.26555 -10.60605 -0.11 0.29 0.10 0.105
H 4.22192 1.41015 -6.60001 -0.14 0.11 0.01 0.103
H -4.01426 -0.47115 -1.52158 1.24 -0.08 -0.51 0.099
C -3.70922 1.66380 -1.98546 -0.45 0.75 -0.07 -0.196
C 0.39852 0.29330 -8.71771 -1.13 -0.84 0.21 -0.356
H -0.64418 -2.95264 1.26125 0.05 0.17 0.05 0.032
H -2.18190 -0.57190 0.14230 -1.01 -0.42 0.35 0.068
C -1.64524 3.20717 -0.28058 -0.20 0.10 -0.61 -0.097
C -1.53804 -3.01724 -9.84067 -0.32 0.24 -0.07 -0.105
C -1.17138 -4.97288 -11.23101 -0.05 0.54 0.46 -0.079
H 0.47005 1.36364 0.05099 0.03 -0.26 0.21 0.004
H 0.63658 1.01157 1.79076 0.12 0.02 -0.24 0.027
H -4.35892 1.38344 -2.82642 0.14 0.19 0.14 0.102
H -2.12822 -2.11173 -9.63695 0.36 -0.48 -0.13 0.098
H 2.71244 5.26710 -5.39864 -0.04 -0.35 -0.16 0.107
H -1.88858 1.45185 -3.13429 0.13 0.34 0.33 0.091
Ba 1.15902 -0.97987 -3.24720 1.68 -0.07 2.37 1.803
C 2.27374 1.94284 -7.37930 -0.20 0.19 -0.06 -0.420
H -0.10816 -1.99827 2.65897 -0.08 0.01 -0.22 0.026
C -2.80483 -3.48178 -5.10264 0.07 0.04 0.14 -0.059
C 2.76005 0.85368 -10.00292 -0.08 -0.04 0.14 -0.350
H 2.13601 1.31526 -1.85168 1.41 -0.96 0.46 -0.061
H 3.78909 1.84201 -13.64172 -0.06 -0.08 0.26 0.102
C -1.48709 2.95276 -1.59646 -0.29 0.76 0.83 -0.114
C 3.59277 3.35600 -5.91655 -0.19 0.18 -0.08 -0.077
H 3.72292 2.70363 -9.41968 -0.12 -0.15 -0.24 0.098
P 0.22287 -2.27291 -7.66649 0.02 -0.62 -0.03 1.015
H -3.78635 3.05278 0.33665 0.56 0.01 -0.07 0.099
C -2.68058 1.34707 1.07978 1.19 0.16 0.01 -0.179
C 1.26723 2.91707 -7.42020 0.38 0.37 0.48 -0.090
H -0.87105 3.77256 0.24934 -0.02 -0.09 -0.60 0.105
H -2.74144 -3.51196 -11.58040 0.42 -0.10 0.36 0.108
C -2.76137 2.83320 0.67814 0.21 -0.17 0.31 -0.194
C 2.46970 0.00066 -11.08828 0.13 0.34 0.28 -0.110
H 2.30401 -1.76020 2.43452 0.05 -0.01 -0.33 0.023
C -0.42214 -0.70037 -8.27620 0.53 1.54 -0.25 -0.351
H -1.41482 -1.40702 1.63785 0.12 -0.13 0.05 -0.007
H 1.94023 -0.94118 -10.91711 0.14 0.27 -0.05 0.100
H 3.21781 0.01255 -0.90680 -0.38 0.86 -0.88 -0.083
H -0.03810 -0.76772 -5.35092 -0.84 -0.44 -0.32 0.011
C 2.95340 0.48536 -1.89261 -0.42 0.30 -0.52 -0.457
Si 0.85533 -1.12810 0.53116 0.56 0.20 0.08 0.201
C 2.47424 -1.71895 1.34359 0.13 -0.14 0.07 -0.186
H 0.65681 4.88149 -6.74611 0.23 -0.24 0.03 0.104
H 2.60847 -0.30812 -13.21588 0.05 0.18 0.25 0.103
H -2.60826 3.46212 1.57868 -0.19 -0.44 -0.34 0.109
H 3.85150 0.87499 -2.40507 -0.26 0.13 0.40 -0.105
P 2.15084 0.35235 -8.28061 1.05 -0.11 -1.08 1.008
C 3.46458 2.04202 -10.24850 -0.17 -0.23 0.00 -0.091
C -2.76258 0.32989 -0.03594 -0.37 0.24 0.16 -0.094
C -2.38856 2.26951 -2.57522 -1.15 -0.56 0.01 -0.189
H -1.51884 -0.91510 -3.25257 -0.24 -0.44 -0.24 0.053
H -1.72355 1.11278 1.59219 -0.47 0.53 -0.01 0.094
H 0.02928 1.09174 -9.37536 -0.23 -0.11 0.56 0.084
C 0.24311 -4.55112 -9.30766 -0.40 0.46 0.04 -0.108
H -1.51237 -0.58116 -8.29370 0.30 -0.03 -0.48 0.079
H -4.23224 2.46753 -1.43706 0.13 -0.34 -0.34 0.098
C -1.97385 -3.42221 -6.22537 -0.14 0.06 0.33 -0.071
H 2.81740 -2.71184 1.03022 -0.11 0.06 0.03 0.021
C -0.11114 -5.34717 -10.39458 -0.31 0.03 -0.24 -0.087
C 1.00652 0.74388 0.78458 -0.23 0.25 0.32 -0.189
C -1.89821 -3.80269 -10.93948 0.30 -0.46 -0.07 -0.078
C 3.51224 1.55864 -12.62675 0.00 0.09 0.42 -0.092
H 1.06538 -4.84565 -8.66583 0.06 0.03 -0.08 0.095
C 2.84382 0.35870 -12.38401 -0.03 -0.08 0.00 -0.094
C 1.43528 4.11626 -6.70881 0.00 -0.27 -0.05 -0.079
H 3.30667 -1.02017 1.18969 -0.18 -0.12 -0.11 0.014
H -2.15690 -4.04910 -7.10580 0.09 0.15 0.47 0.108
C -2.58385 -2.64526 -3.99680 0.06 0.10 -0.35 -0.056
H -3.18998 -2.75064 -3.09371 0.15 0.15 -0.37 0.114
H 2.06700 1.03654 0.72995 -0.39 -0.12 0.01 0.016
C 2.58993 4.33216 -5.95076 -0.02 -0.17 -0.23 -0.080
```
Positions in Å, forces in eV/Å.

=====

Energy relative to the best compared isomer or geometry (same formula, charge and spin) for the records above, in order: 61.9; 120.1 kJ/mol